A) # C3H5PS

An isolated molecule of C3H5PS (ωB97M-V/def2-TZVPD, OMol25).

Output
**Kohn-Sham gap (spin up / spin down)**: 7.342 / 7.208 eV
**Charge**: 0
**Structure (SMILES)**: C#P=CCS

CARTESIAN COORDINATES (ANGSTROEM)
C1 -2.55 -0.61 0.74
C2 -0.17 0.66 -0.42
C3 1.00 0.48 0.45
P1 -1.41 -0.54 -0.42
S1 2.21 -0.73 -0.27
H1 -3.16 -1.48 0.95
H2 -0.17 1.13 -1.41
H3 0.59 0.19 1.37
H4 1.67 1.27 0.64
H5 2.01 -0.37 -1.61

B) # C3H5PS

A 2-piece molecular cluster, C3H5PS overall (ωB97M-V/def2-TZVPD, OMol25).

Output
**Kohn-Sham gap (spin up / spin down)**: 7.598 / 7.688 eV
**Charge**: 0

CARTESIAN COORDINATES (ANGSTROEM)
C1 -0.40 0.57 -0.45
C2 2.62 0.02 -0.08
C3 0.70 1.15 -0.76
P1 -0.53 -1.13 0.14
S1 4.17 -0.39 -0.13
H1 -1.33 1.04 -0.55
H2 1.88 -0.24 0.74
H3 0.77 2.15 -0.97
H4 -0.33 -1.91 -1.17
H5 -1.91 -1.35 0.06

List of relative energies, unit kcal/mol: A) 0.0; B) 13.3

A) # C2H3OPS

An isolated molecule of C2H3OPS (ωB97M-V/def2-TZVPD, OMol25).

Output
**Kohn-Sham gap (spin up / spin down)**: 6.543 / 7.514 eV
**Charge**: 0

CARTESIAN COORDINATES (ANGSTROEM)
C1 -1.64 0.11 0.53
C2 -0.58 -0.57 0.43
O1 1.06 1.47 1.22
P1 1.90 -0.39 -0.89
S1 0.63 1.02 -0.12
H1 -2.12 1.02 0.38
H2 -0.25 -1.58 0.20
H3 0.99 -1.07 -1.75

B) # C2H3OPS

C2H3OPS as an isolated structure (ωB97M-V/def2-TZVPD, OMol25).

Output
**Kohn-Sham gap (spin up / spin down)**: 7.109 / 7.108 eV
**Charge**: 0

CARTESIAN COORDINATES (ANGSTROEM)
C1 -0.61 -0.26 -0.64
C2 0.79 0.01 -0.14
O1 0.85 0.85 0.92
P1 -1.93 -0.16 0.39
S1 -0.98 0.61 2.03
H1 -0.73 -0.59 -1.66
H2 1.27 -0.96 0.07
H3 1.34 0.49 -0.97

List of relative energies, unit kcal/mol: A) 76.3; B) 0.0

A) # C32H48O24

A 8-piece molecular cluster, C32H48O24 overall (ωB97M-V/def2-TZVPD, OMol25).

Output
**Kohn-Sham gap**: 10.550 eV
**Charge**: 0
**Structure (SMILES)**: C[C@H]1COC(=O)O1.C[C@H]1COC(=O)O1.C[C@H]1COC(=O)O1.C[C@H]1COC(=O)O1.C[C@H]1COC(=O)O1.C[C@H]1COC(=O)O1.C[C@H]1COC(=O)O1.C[C@H]1COC(=O)O1

CARTESIAN COORDINATES (ANGSTROEM)
C1 -2.24 -2.62 -2.71
C2 -1.20 -3.53 -2.04
C3 -1.68 -4.80 -1.31
O1 -0.96 -5.91 -1.91
C4 -0.27 -5.45 -2.95
O2 0.48 -6.14 -3.55
O3 -0.49 -4.17 -3.15
H1 -1.96 -2.19 -3.66
H2 -2.41 -1.77 -2.04
H3 -3.13 -3.24 -2.76
H4 -0.43 -3.10 -1.40
H5 -2.73 -5.06 -1.43
H6 -1.43 -4.87 -0.25
C5 -3.84 -3.90 1.36
C6 -3.41 -2.45 1.39
C7 -3.24 -1.83 2.79
O4 -1.84 -1.87 3.04
C8 -1.19 -2.10 1.90
O5 -0.03 -1.98 1.71
O6 -2.04 -2.48 0.94
H7 -3.05 -4.42 1.91
H8 -3.87 -4.32 0.36
H9 -4.77 -4.18 1.86
H10 -4.09 -1.86 0.78
H11 -3.76 -2.43 3.53
H12 -3.61 -0.80 2.79
C9 4.84 -5.97 -2.36
C10 3.41 -5.49 -2.52
C11 2.78 -5.19 -1.14
O7 2.35 -3.84 -1.22
C12 2.69 -3.31 -2.42
O8 2.58 -2.18 -2.75
O9 3.25 -4.26 -3.22
H13 5.45 -5.80 -3.25
H14 4.86 -7.03 -2.13
H15 5.32 -5.49 -1.50
H16 2.81 -6.28 -2.97
H17 3.46 -5.44 -0.33
H18 1.91 -5.83 -0.96
C13 5.71 -1.38 -0.46
C14 5.46 -1.46 1.04
C15 4.34 -2.41 1.50
O10 4.97 -3.09 2.62
C16 6.31 -3.05 2.47
O11 7.09 -3.73 3.05
O12 6.65 -2.10 1.57
H19 6.03 -2.35 -0.83
H20 6.53 -0.72 -0.73
H21 4.83 -1.03 -1.01
H22 5.41 -0.50 1.56
H23 3.89 -3.06 0.76
H24 3.61 -1.74 1.97
C17 -0.06 6.31 0.89
C18 0.53 6.41 2.29
C19 0.42 7.76 2.96
O13 -0.12 7.45 4.27
C20 -0.48 6.17 4.34
O14 -0.90 5.57 5.28
O15 -0.35 5.58 3.11
H25 0.19 5.36 0.41
H26 0.45 7.04 0.25
H27 -1.13 6.45 0.93
H28 1.59 6.11 2.34
H29 -0.36 8.41 2.52
H30 1.32 8.35 3.10
C21 -2.03 1.96 -2.71
C22 -2.40 2.54 -4.07
C23 -1.26 2.41 -5.08
O16 -1.89 1.66 -6.15
C24 -3.08 1.21 -5.76
O17 -3.73 0.44 -6.36
O18 -3.48 1.79 -4.60
H31 -2.88 2.11 -2.04
H32 -1.15 2.42 -2.26
H33 -1.70 0.91 -2.66
H34 -2.62 3.59 -3.90
H35 -0.43 1.77 -4.76
H36 -0.89 3.36 -5.45
C25 -4.57 5.14 4.40
C26 -4.48 4.20 3.21
C27 -3.70 4.78 2.02
O19 -2.96 3.68 1.54
C28 -2.98 2.67 2.41
O20 -2.41 1.65 2.31
O21 -3.73 3.02 3.48
H37 -5.10 6.06 4.14
H38 -3.55 5.35 4.73
H39 -5.13 4.66 5.20
H40 -5.45 3.95 2.79
H41 -3.13 5.67 2.29
H42 -4.38 5.12 1.23
C29 1.50 1.66 1.51
C30 1.66 0.52 0.56
C31 0.49 0.40 -0.46
O22 1.16 0.31 -1.72
C32 2.47 0.61 -1.56
O23 3.22 0.66 -2.46
O24 2.79 0.80 -0.28
H43 0.63 1.42 2.14
H44 1.13 2.59 1.08
H45 2.29 1.73 2.27
H46 1.68 -0.44 1.06
H47 -0.11 1.31 -0.30
H48 -0.21 -0.42 -0.40

B) # C32H48O24

A 8-piece molecular cluster, C32H48O24 overall (ωB97M-V/def2-TZVPD, OMol25).

Output
**Kohn-Sham gap**: 9.416 eV
**Charge**: 0
**Structure (SMILES)**: C[C@H]1COC(=O)O1.C[C@H]1COC(=O)O1.C[C@H]1COC(=O)O1.C[C@H]1COC(=O)O1.C[C@H]1COC(=O)O1.C[C@H]1COC(=O)O1.C[C@H]1COC(=O)O1.C[C@H]1COC(=O)O1

CARTESIAN COORDINATES (ANGSTROEM)
C1 -3.02 -3.49 1.72
C2 -1.97 -4.44 1.23
C3 -1.42 -5.37 2.33
O1 -1.14 -6.56 1.72
C4 -1.82 -6.62 0.52
O2 -1.88 -7.59 -0.29
O3 -2.40 -5.44 0.32
H1 -2.55 -2.73 2.35
H2 -4.04 -3.80 1.94
H3 -3.16 -2.86 0.84
H4 -1.14 -3.99 0.68
H5 -2.10 -5.75 3.10
H6 -0.59 -4.84 2.79
C5 -0.62 1.80 -2.12
C6 0.02 1.04 -0.95
C7 -0.93 0.61 0.16
O4 -1.32 -0.59 -0.35
C8 -0.37 -1.18 -1.08
O5 -0.39 -2.36 -1.40
O6 0.47 -0.16 -1.47
H7 -1.55 2.32 -1.87
H8 -0.79 1.28 -3.06
H9 0.13 2.59 -2.25
H10 0.84 1.64 -0.56
H11 -1.73 1.29 0.46
H12 -0.29 0.43 1.03
C9 2.98 1.20 1.48
C10 3.85 -0.11 1.20
C11 3.66 -1.12 2.32
O7 3.54 -2.39 1.67
C12 3.22 -2.18 0.42
O8 2.97 -3.02 -0.41
O9 3.30 -0.82 0.08
H13 3.24 1.87 2.30
H14 1.94 0.92 1.64
H15 2.97 1.87 0.61
H16 4.90 0.13 1.08
H17 2.70 -0.97 2.83
H18 4.48 -1.07 3.03
C13 0.46 2.79 4.52
C14 1.11 1.38 4.69
C15 0.68 0.62 5.92
O10 0.13 -0.61 5.45
C16 0.17 -0.63 4.07
O11 -0.38 -1.49 3.40
O12 0.64 0.60 3.67
H19 -0.61 2.60 4.43
H20 0.92 3.40 3.74
H21 0.46 3.43 5.40
H22 2.19 1.39 4.81
H23 -0.13 1.12 6.47
H24 1.52 0.63 6.62
C17 -1.49 8.06 0.19
C18 -1.81 6.61 0.91
C19 -3.22 6.36 1.46
O13 -3.56 5.22 0.76
C20 -2.64 4.89 -0.21
O14 -2.92 4.11 -1.12
O15 -1.61 5.62 -0.02
H25 -2.24 8.29 -0.57
H26 -0.47 7.96 -0.18
H27 -1.59 8.87 0.90
H28 -1.05 6.40 1.67
H29 -3.93 7.17 1.25
H30 -3.15 6.28 2.54
C21 2.72 8.02 1.16
C22 2.77 6.69 0.49
C23 3.56 5.68 1.42
O16 2.55 4.60 1.59
C24 1.46 4.87 0.96
O17 0.56 4.14 0.67
O18 1.48 6.16 0.44
H31 2.19 7.96 2.11
H32 2.29 8.82 0.56
H33 3.77 8.09 1.45
H34 3.09 6.66 -0.56
H35 3.90 6.12 2.36
H36 4.39 5.33 0.81
C25 0.42 -6.68 -3.58
C26 1.49 -6.82 -2.49
C27 1.30 -5.79 -1.35
O19 1.09 -6.68 -0.26
C28 1.04 -8.03 -0.64
O20 1.00 -8.92 0.17
O21 1.18 -8.03 -1.93
H37 -0.63 -6.87 -3.36
H38 0.57 -7.51 -4.27
H39 0.31 -5.72 -4.08
H40 2.46 -6.78 -2.99
H41 0.48 -5.12 -1.58
H42 2.23 -5.27 -1.10
C29 -2.52 -2.78 -4.56
C30 -2.68 -2.43 -5.97
C31 -1.99 -3.32 -7.02
O22 -2.81 -2.94 -8.12
C32 -3.89 -2.41 -7.72
O23 -4.83 -1.98 -8.42
O24 -3.95 -2.25 -6.43
H43 -3.32 -2.36 -3.95
H44 -1.75 -2.24 -4.00
H45 -2.41 -3.86 -4.48
H46 -2.10 -1.54 -6.17
H47 -1.96 -4.41 -6.91
H48 -0.94 -3.01 -7.02

List of relative energies, unit kcal/mol: A) 0.0; B) 107.3